Record 1
Here is one molecule with the formula C4H7N3 in a non-equilibrium geometry from OMol25. Energies are from wB97M-V/def2-TZVPD.

Each line ends with the Löwdin charge.
Atoms and positions in Å:
C  1.19623  -1.93245  -1.39946  -0.09
N  1.32390  -0.78765  -0.86937  -0.07
N  0.26866  -0.30814  -0.11428  -0.19
C  -1.14646  -0.72051  0.41653  -0.08
N  -1.73593  0.37382  0.76624  -0.02
C  -0.90130  1.62931  0.78751  -0.16
C  0.58889  1.09415  0.36200  -0.12
H  0.18140  -2.44668  -1.03359  0.10
H  2.18363  -2.33040  -1.80745  0.08
H  -1.89075  -1.55755  0.30061  0.12
H  -1.04628  2.13433  1.79511  0.12
H  -1.31855  2.24864  0.06548  0.06
H  1.29939  0.80617  1.22913  0.12
H  0.99716  1.79696  -0.49845  0.13

- energy relative to the best compared isomer or geometry (same formula, charge and spin) (eV) = 4.2569
- Kohn-Sham gap (eV) = 9.2
- largest force on an atom (eV Å⁻¹) = 4.5
- electronic energy (Ha) = -320.72686
- SMILES string = C=NN1C=NCC1
- molar mass (g mol⁻¹) = 97.121
- lowest unoccupied orbital energy (eV) = 1.04

Record 2
Here is C16H24N2O8Zn as an isolated structure in a non-equilibrium geometry from OMol25. Energies are from wB97M-V/def2-TZVPD.

Each line ends with the Löwdin charge.
Atoms and positions in Å:
Zn  -7.10953  1.43407  12.56983  0.76
O  -9.65006  3.22427  15.02905  0.04
C  -8.58869  2.79211  14.58094  -0.57
O  -8.52889  1.75482  13.79645  -0.10
C  -7.22869  3.39701  15.06070  -0.10
C  -6.30069  2.24400  15.50349  -0.20
C  -5.17263  2.80509  16.35660  -0.11
C  -4.29532  3.54991  15.31818  -0.11
C  -5.03463  3.32527  14.01089  -0.20
O  -5.56902  1.91243  14.21071  -0.14
C  -6.34348  4.14900  14.00563  -0.10
C  -6.85959  4.25960  12.55000  -0.57
O  -7.13129  5.36476  12.07746  0.04
O  -6.87601  3.16685  11.83520  -0.10
H  -7.43972  4.05909  15.90707  0.15
H  -6.80501  1.35659  15.90061  0.16
H  -4.64784  1.98521  16.85956  0.11
H  -5.53696  3.44539  17.16256  0.12
H  -3.28259  3.12290  15.24708  0.11
H  -4.14649  4.60956  15.55926  0.12
H  -4.43102  3.38689  13.10899  0.16
H  -6.14723  5.16400  14.38291  0.15
C  -9.58775  -2.35757  13.40180  0.00
N  -8.12461  -2.45560  13.53562  -0.13
C  -7.65300  -3.50795  14.42057  -0.04
C  -7.38184  -1.43044  13.07531  -0.34
O  -7.92428  -0.47660  12.44776  0.00
C  -5.87790  -1.49864  13.30480  -0.07
O  -5.28811  -0.24686  12.91402  -0.16
C  -4.44098  -0.17907  11.73109  -0.06
C  -5.23491  0.41580  10.58249  -0.34
O  -6.44362  0.77406  10.70441  0.00
N  -4.59944  0.57725  9.40249  -0.13
C  -5.34151  1.18422  8.27345  0.00
C  -3.19723  0.29565  9.13058  -0.03
H  -9.99859  -3.32563  13.11790  0.09
H  -10.03075  -2.06311  14.36324  0.11
H  -9.78825  -1.60573  12.64149  0.09
H  -8.22123  -4.41923  14.22201  0.09
H  -6.59175  -3.69294  14.24181  0.08
H  -7.80053  -3.23843  15.47231  0.10
H  -5.64022  -1.68445  14.36835  0.14
H  -5.42683  -2.35124  12.76787  0.14
H  -3.57463  0.45843  11.98432  0.15
H  -4.01408  -1.16323  11.47427  0.14
H  -6.32895  1.44320  8.65389  0.09
H  -4.80193  2.05903  7.89100  0.10
H  -5.42164  0.46001  7.46157  0.09
H  -2.71820  -0.01372  10.05660  0.07
H  -3.10764  -0.51908  8.40151  0.10
H  -2.71280  1.18684  8.71018  0.10

- energy relative to the best compared isomer or geometry (same formula, charge and spin) (eV) = 0.0000
- Kohn-Sham gap (eV) = 7.8
- largest force on an atom (eV Å⁻¹) = 3.0
- electronic energy (Ha) = -3114.89815
- molar mass (g mol⁻¹) = 437.764
- lowest unoccupied orbital energy (eV) = -0.17

Record 3
Here is one molecule with the formula C6H12O from OMol25. Energies are from wB97M-V/def2-TZVPD.

Each line ends with the Löwdin charge.
Atoms and positions in Å:
C  -1.12261  1.58872  -0.32979  -0.01
C  0.11328  0.71180  -0.27498  -0.47
C  1.00947  0.79600  -1.50585  -0.01
O  0.82586  0.69139  0.96845  0.01
C  0.12961  -0.49304  0.57873  -0.49
C  -1.04820  -0.85894  1.45984  -0.01
C  0.98612  -1.68424  0.20652  -0.02
H  -0.88130  2.56203  -0.76863  0.08
H  -1.53778  1.76239  0.66448  0.08
H  -1.89679  1.12393  -0.95340  0.09
H  0.94775  -0.10052  -2.13249  0.08
H  2.04804  0.91611  -1.18318  0.09
H  0.74802  1.65798  -2.12981  0.08
H  -1.78593  -1.45139  0.90651  0.09
H  -0.70317  -1.46259  2.30723  0.09
H  -1.54029  0.02821  1.86161  0.07
H  1.37721  -2.16586  1.10914  0.09
H  1.83366  -1.40344  -0.42182  0.07
H  0.38311  -2.42582  -0.33207  0.09

- energy relative to the best compared isomer or geometry (same formula, charge and spin) (eV) = 0.9118
- Kohn-Sham gap (eV) = 10.9
- largest force on an atom (eV Å⁻¹) = 0.3
- electronic energy (Ha) = -311.02576
- SMILES string = CC1(C)OC1(C)C
- molar mass (g mol⁻¹) = 100.161
- lowest unoccupied orbital energy (eV) = 0.97

Record 4
Here is a 2-piece molecular cluster, C4H9O2PS overall in a non-equilibrium geometry from OMol25. Energies are from wB97M-V/def2-TZVPD.

Each line ends with the Löwdin charge.
Atoms and positions in Å:
C  1.60687  2.18684  0.97569  -0.10
C  1.71372  1.21791  -0.14802  -0.72
O  2.28100  1.39110  -1.20549  0.03
P  0.69693  -0.30659  0.02316  0.69
O  1.29245  -1.01862  -1.26189  -0.37
S  2.20088  -1.00968  1.46882  0.47
H  0.95511  2.97783  0.63402  0.08
H  1.42166  1.71923  1.94188  0.04
H  2.60669  2.69279  1.31245  0.13
H  2.25429  -0.89117  -1.33483  0.06
H  1.53801  -2.10638  1.52447  -0.25
C  -2.80236  -1.19922  -0.03991  -0.10
C  -3.43984  -1.16537  -1.24218  -0.06
H  -2.42155  -1.96961  0.47946  -0.01
H  -2.40447  -0.27682  0.37739  0.02
H  -3.79275  -2.04527  -1.76946  0.04
H  -3.70664  -0.19695  -1.73556  0.06

- energy relative to the best compared isomer or geometry (same formula, charge and spin) (eV) = 1.3229
- Kohn-Sham gap (eV) = 9.6
- largest force on an atom (eV Å⁻¹) = 5.1
- electronic energy (Ha) = -1047.78384
- SMILES string = CC(=O)P(O)S.C=C
- molar mass (g mol⁻¹) = 152.155
- lowest unoccupied orbital energy (eV) = 0.23

Record 5
Here is a 2-piece molecular cluster, C4H9FSi overall in a non-equilibrium geometry from OMol25. Energies are from wB97M-V/def2-TZVPD.

Each line ends with the Löwdin charge.
Atoms and positions in Å:
C  0.38943  2.62619  1.11099  -0.06
C  0.22759  1.79072  0.09115  -0.27
Si  0.35117  -0.12468  -0.05591  0.74
C  -0.01715  -0.89027  -1.60303  -0.21
C  0.49559  -1.15977  1.48913  -0.24
H  0.24281  3.66379  1.17166  0.04
H  0.48006  2.05847  2.03245  0.04
H  0.14221  2.23938  -0.92024  0.05
H  -0.05400  -0.39501  -2.47564  -0.06
H  -0.01662  -1.91014  -1.67869  -0.05
H  0.10096  -0.75226  2.37575  -0.02
H  0.22396  -2.31964  1.24809  0.10
H  1.62552  -1.09468  1.77318  0.05
F  -2.38071  -2.20454  -2.49544  -0.16
H  -1.81080  -1.52756  -2.06344  0.04

- energy relative to the best compared isomer or geometry (same formula, charge and spin) (eV) = 3.1094
- Kohn-Sham gap (eV) = 8.5
- largest force on an atom (eV Å⁻¹) = 5.0
- electronic energy (Ha) = -547.06308
- SMILES string = C=C[Si](=C)C.F
- molar mass (g mol⁻¹) = 104.200
- lowest unoccupied orbital energy (eV) = -0.09

Record 6
Here is a 2-piece molecular cluster, C5H16N3 overall in a non-equilibrium geometry from OMol25. Energies are from wB97M-V/def2-TZVPD.

Each line ends with the Löwdin charge.
Atoms and positions in Å:
N  -1.07505  2.00765  -0.39652  0.12
C  -1.91936  0.89683  -0.01955  -0.19
C  -1.69286  -0.30585  -0.98885  -0.16
N  -0.35813  -0.85054  -0.89410  0.01
C  -0.25853  -1.98109  0.01531  -0.27
C  1.16144  -2.38829  0.27730  -0.07
N  0.95834  1.19775  0.85523  0.07
C  2.12328  1.59514  0.18968  -0.14
H  0.27598  -0.11398  -0.57213  0.07
H  -1.63082  2.85557  -0.33374  0.11
H  -0.20917  1.92799  0.20839  0.00
H  -1.53920  0.53639  0.94358  0.12
H  -2.96589  1.16263  -0.00208  0.13
H  -2.41921  -1.07020  -0.67789  0.13
H  -1.98364  -0.05178  -2.00168  0.13
H  1.72263  -1.57454  0.73993  0.06
H  -0.82245  -1.78079  0.94139  0.13
H  -0.78758  -2.81263  -0.45059  0.13
H  1.21615  -3.26183  0.91122  0.09
H  1.66924  -2.60428  -0.65921  0.09
H  1.14142  1.41206  1.84905  0.12
H  2.02168  1.54552  -0.89677  0.10
H  3.00399  1.02437  0.52278  0.13
H  2.36776  2.63391  0.43926  0.12

- energy relative to the best compared isomer or geometry (same formula, charge and spin) (eV) = 6.7398
- total charge = +1
- Kohn-Sham gap (eV) = 4.9
- largest force on an atom (eV Å⁻¹) = 1.7
- electronic energy (Ha) = -363.92767
- molar mass (g mol⁻¹) = 118.204
- lowest unoccupied orbital energy (eV) = -8.13

Record 7
Here is C38H38Br4N4O5P2Pb as an isolated structure in a non-equilibrium geometry from OMol25. Energies are from wB97M-V/def2-TZVPD.

Each line ends with the Löwdin charge.
Atoms and positions in Å:
Pb  0.03980  0.30110  -0.30670  1.37
O  0.90520  3.32930  3.39640  0.05
C  0.86040  4.42690  2.63000  -0.27
C  1.47400  5.58850  3.10430  -0.03
C  1.48120  6.73640  2.33990  -0.12
C  0.87390  6.75210  1.09420  -0.12
C  0.24490  5.61490  0.62390  -0.04
C  0.21740  4.44560  1.37630  -0.08
C  -0.40640  3.20120  0.85590  -0.47
O  -0.19370  2.10830  1.49090  -0.19
N  -1.16450  3.33310  -0.20470  0.04
N  -1.65390  2.15800  -0.71270  -0.12
C  -2.63280  2.26320  -1.53650  -0.11
C  -3.41980  1.20100  -2.10340  -0.14
C  -4.48680  1.60470  -2.91600  -0.08
C  -5.44090  0.73180  -3.39020  -0.14
C  -5.36460  -0.60770  -3.02480  -0.12
C  -4.30480  -1.05540  -2.27330  -0.05
C  -3.26900  -0.19670  -1.82070  -0.39
O  -2.25790  -0.69950  -1.19900  -0.38
H  0.53510  2.59420  2.81360  0.07
H  1.96420  5.55150  4.06620  0.11
H  1.98560  7.62170  2.70750  0.09
H  0.91160  7.64650  0.48710  0.08
H  -0.23320  5.60200  -0.34140  0.10
H  -2.98380  3.27430  -1.77950  0.11
H  -4.57430  2.65790  -3.15540  0.10
H  -6.25130  1.08970  -4.01560  0.08
H  -6.14450  -1.29810  -3.32720  0.09
H  -4.23100  -2.10320  -1.99990  0.11
C  0.02350  -2.42180  2.51850  -0.23
P  -1.11580  -1.59940  1.32590  0.99
C  -1.73760  -3.08230  0.44550  -0.36
N  -2.37600  -3.97600  1.16160  0.14
C  -2.84380  -5.08070  0.53580  -0.21
C  -3.57340  -6.04600  1.25350  -0.02
C  -4.02670  -7.17550  0.61840  -0.10
C  -3.76320  -7.38120  -0.74080  -0.10
C  -3.06860  -6.44630  -1.47050  -0.02
C  -2.60640  -5.27220  -0.84990  -0.21
N  -1.92870  -4.34330  -1.56460  0.13
C  -1.50240  -3.26840  -0.94130  -0.36
P  -0.53560  -2.03720  -1.88770  0.97
C  -1.33600  -2.16720  -3.53810  -0.20
C  1.00120  -3.13570  -2.24660  -0.69
C  0.74340  -4.47740  -2.92580  -0.11
C  1.91500  -2.26960  -3.11310  -0.10
C  1.65680  -3.36350  -0.88580  -0.10
C  -2.55430  -1.07240  2.43290  -0.68
C  -1.95450  -0.08110  3.43300  -0.09
C  -3.53920  -0.32080  1.54080  -0.10
C  -3.29320  -2.18740  3.17320  -0.11
H  -0.49790  -3.12710  3.16350  0.03
H  0.51120  -1.63850  3.09500  0.03
H  0.79860  -2.94100  1.95760  0.03
H  -3.76760  -5.86560  2.30120  0.11
H  -4.58610  -7.92160  1.17040  0.09
H  -4.13070  -8.27910  -1.21940  0.09
H  -2.86470  -6.58570  -2.52250  0.11
H  -1.51980  -3.21050  -3.78040  0.03
H  -0.68150  -1.70890  -4.27780  0.04
H  -2.27390  -1.62170  -3.51210  0.02
H  0.40150  -4.34360  -3.94950  0.07
H  -0.01120  -5.04390  -2.38460  0.05
H  1.66320  -5.06320  -2.95420  0.08
H  1.51610  -2.14920  -4.11980  0.07
H  2.90630  -2.71460  -3.19530  0.09
H  2.01910  -1.27870  -2.67290  0.05
H  1.07370  -4.06240  -0.28210  0.07
H  1.72450  -2.41940  -0.34610  0.05
H  2.66570  -3.76490  -0.99690  0.09
H  -1.34570  0.65400  2.90700  0.06
H  -1.33430  -0.58250  4.17330  0.08
H  -2.75690  0.44580  3.95370  0.09
H  -3.03730  0.52040  1.06930  0.07
H  -4.38000  0.06020  2.12280  0.09
H  -3.92680  -0.96960  0.75840  0.07
H  -2.61310  -2.85660  3.69620  0.06
H  -3.88950  -2.77880  2.48360  0.06
H  -3.96180  -1.73330  3.90730  0.08
Br  7.45080  0.49700  -1.15420  0.61
C  5.72400  0.20460  -0.42150  -0.79
C  5.57160  -0.15080  0.90600  -0.79
Br  7.09210  -0.33870  2.02900  0.61
C  4.29040  -0.34900  1.41180  -0.64
Br  4.03130  -0.89190  3.21550  0.68
C  3.12040  -0.17420  0.66520  -0.47
O  1.96690  -0.40350  1.16420  -0.28
C  3.28520  0.26620  -0.71620  -0.48
O  2.28340  0.51560  -1.46600  -0.30
C  4.58980  0.38400  -1.20350  -0.65
Br  4.73840  0.83400  -3.04610  0.68

- energy relative to the best compared isomer or geometry (same formula, charge and spin) (eV) = 1.3815
- total charge = -2
- Kohn-Sham gap (eV) = 4.7
- largest force on an atom (eV Å⁻¹) = 2.2
- electronic energy (Ha) = -13237.81704
- molar mass (g mol⁻¹) = 1219.509
- lowest unoccupied orbital energy (eV) = 3.29

Record 8
Here is one molecule with the formula C24H31N5O2 from OMol25. Energies are from wB97M-V/def2-TZVPD.

Each line ends with the Löwdin charge.
Atoms and positions in Å:
C  -4.31795  -4.59133  -0.36212  -0.09
C  -4.91329  -3.25769  0.08170  -0.26
N  -3.86911  -2.36472  0.55718  -0.18
C  -3.15052  -1.66527  -0.49252  -0.15
C  -3.92204  -0.47551  -1.07491  -0.16
N  -4.26373  0.44826  -0.00459  -0.18
C  -4.86572  1.67577  -0.48682  -0.20
C  -3.83951  2.54736  -1.23855  -0.09
C  -2.44185  2.26878  -0.80816  -0.32
N  -1.53526  1.79645  -1.61754  0.17
C  -0.40101  1.64225  -0.86682  -0.21
C  0.85392  1.17137  -1.23155  0.07
C  1.82515  1.12205  -0.24577  -0.21
N  3.12882  0.66965  -0.49787  0.14
C  3.66987  0.21840  -1.64677  -0.44
O  3.11456  0.10168  -2.71663  0.07
C  5.14945  -0.17140  -1.50490  -0.10
O  5.61639  0.06427  -0.19671  -0.06
C  6.92566  -0.20722  0.09557  -0.26
C  7.85101  -0.72069  -0.80369  -0.02
C  9.15271  -0.95337  -0.38910  -0.08
C  9.54268  -0.68136  0.90846  -0.10
C  8.61770  -0.16975  1.80519  -0.09
C  7.31894  0.06657  1.40533  -0.01
C  1.54967  1.52960  1.07017  -0.03
C  0.30780  1.99738  1.44223  -0.02
C  -0.66869  2.05305  0.46088  -0.17
N  -1.97882  2.46330  0.46352  -0.02
C  -2.71147  2.93183  1.60238  0.00
C  -5.08540  -0.23249  0.97842  -0.18
C  -4.28686  -1.40722  1.55778  -0.18
H  -3.68091  -4.46557  -1.23319  0.06
H  -3.72045  -5.01148  0.44188  0.07
H  -5.11364  -5.28781  -0.61519  0.07
H  -5.50065  -2.83018  -0.74598  0.11
H  -5.59951  -3.44229  0.91252  0.11
H  -2.90090  -2.36629  -1.28856  0.12
H  -2.21824  -1.29037  -0.05971  0.12
H  -3.28511  0.03369  -1.79723  0.11
H  -4.83220  -0.82632  -1.59667  0.12
H  -5.73040  1.48285  -1.14801  0.12
H  -5.23972  2.21703  0.38676  0.11
H  -3.87695  2.34821  -2.30911  0.12
H  -4.08019  3.60230  -1.08335  0.12
H  1.06045  0.85851  -2.23949  0.11
H  3.75786  0.69118  0.29553  0.13
H  5.71452  0.41593  -2.24103  0.14
H  5.23690  -1.23309  -1.77311  0.14
H  7.57431  -0.94298  -1.82206  0.10
H  9.86506  -1.35261  -1.09586  0.10
H  10.55894  -0.86587  1.22119  0.10
H  8.91028  0.04643  2.82185  0.10
H  6.58807  0.46501  2.09189  0.12
H  2.33699  1.47134  1.80859  0.11
H  0.11628  2.30140  2.46067  0.10
H  -3.41615  3.70685  1.30098  0.09
H  -2.01573  3.35347  2.32744  0.09
H  -3.26106  2.11153  2.07069  0.09
H  -5.33915  0.46749  1.78014  0.11
H  -6.03076  -0.60261  0.53893  0.12
H  -4.87314  -1.91708  2.32549  0.12
H  -3.37790  -1.00867  2.02020  0.12

- energy relative to the best compared isomer or geometry (same formula, charge and spin) (eV) = 1.0999
- Kohn-Sham gap (eV) = 8.5
- largest force on an atom (eV Å⁻¹) = 1.0
- electronic energy (Ha) = -1357.42199
- SMILES string = CCN1CCN(CCc2nc3cc(NC(=O)COc4ccccc4)ccc3n2C)CC1
- molar mass (g mol⁻¹) = 421.545
- lowest unoccupied orbital energy (eV) = 0.69